No. 1
The following is a DFT calculation (ωB97M-V with the def2-TZVPD basis set) of a structure of composition C23H26BrN3O2SeV at a distorted geometry.

Summary:
E_HOMO = -3.1634 eV
spin multiplicity = 1
DFT total energy = -193915.0408 eV
HOMO-LUMO gap = 5.674 eV
total charge = -1
relative energy (zero: lowest compared OMol25 entry of this formula, charge and spin) = 23.3 kcal per mole

XYZ file:
```
57
Properties=species:S:1:pos:R:3:forces:R:3
V -1.87449 1.06614 0.63514 -1.62 -3.63 -2.28
O -0.42887 6.34090 1.10888 0.01 0.12 -0.05
C -0.43279 4.98517 1.15274 -0.03 -0.14 0.01
C 0.49207 4.28204 1.93247 -0.04 0.02 -0.02
C 0.42848 2.90865 1.95634 0.13 -0.04 -0.31
N -0.52515 2.28690 1.25958 0.81 0.98 0.43
C -1.42015 2.93753 0.51553 0.25 0.72 0.08
Br -4.22770 0.63455 0.99390 -0.50 0.22 0.13
C -1.39764 4.31491 0.41613 0.03 0.13 -0.06
H 0.29454 6.66779 1.65128 0.06 0.04 0.02
H 1.26789 4.80077 2.48182 -0.02 0.00 0.02
H 1.14271 2.31304 2.50588 -0.03 -0.05 0.00
H -2.09789 4.87053 -0.19219 -0.04 -0.03 0.04
C -1.86408 0.34432 -0.94466 0.81 1.25 2.61
C -1.91851 -0.40552 -2.17130 -0.06 -0.13 -0.27
C -0.77951 -0.59076 -2.96924 0.02 0.07 0.09
C -0.82712 -1.39370 -4.09832 0.05 -0.01 -0.02
C -2.00918 -2.02254 -4.46978 -0.02 0.05 0.06
C -3.15143 -1.82975 -3.69931 -0.04 0.00 -0.01
C -3.11216 -1.03094 -2.56802 0.04 0.04 0.10
H 0.13974 -0.09412 -2.67997 0.00 -0.03 -0.01
H 0.06988 -1.53311 -4.69137 -0.03 0.02 0.01
H -2.04144 -2.65076 -5.35235 0.00 0.01 0.03
H -4.08185 -2.31119 -3.98010 0.02 0.02 0.00
H -3.99606 -0.88173 -1.95857 0.01 -0.03 -0.01
C -1.40054 -3.23161 4.03327 -0.04 -0.07 -0.11
N -2.10587 -2.28869 3.17434 0.10 0.27 0.07
C -3.12330 -1.51942 3.87651 -0.09 -0.04 0.02
C -1.34965 -1.57292 2.25815 0.05 -0.15 0.09
O -1.38692 -0.32449 2.25480 0.07 0.15 -0.65
N -0.56986 -2.29542 1.43288 -0.01 0.15 -0.14
C -0.91822 -3.63602 0.99614 0.03 0.03 0.04
C 0.48591 -1.64235 0.66117 -0.02 -0.05 0.08
H -0.97712 -2.72202 4.90721 -0.04 0.02 0.01
H -0.58515 -3.70903 3.49770 -0.03 -0.02 0.00
H -2.09001 -4.00228 4.38284 0.00 0.01 -0.01
H -3.88236 -2.21046 4.25030 0.05 0.01 0.02
H -3.59280 -0.81992 3.19020 0.01 -0.02 0.03
H -2.70548 -0.95915 4.72150 0.03 -0.02 -0.03
H -1.85653 -3.94999 1.44305 -0.01 0.00 0.02
H -0.13113 -4.34921 1.25744 -0.02 0.00 0.00
H -1.03396 -3.63615 -0.09059 0.02 0.03 0.00
H 0.85044 -0.75105 1.15926 -0.02 0.03 0.01
H 0.13722 -1.35645 -0.32934 -0.06 0.02 -0.07
H 1.32208 -2.33571 0.56311 -0.01 0.00 0.02
Se 2.89861 1.11291 0.61951 0.13 0.05 -0.02
C 3.98935 1.11452 -0.93534 0.01 -0.01 0.08
C 3.58203 0.47456 -2.11611 0.19 0.08 -0.07
C 4.38893 0.46544 -3.24797 -0.06 0.00 0.07
C 5.62808 1.09593 -3.24207 0.02 0.01 0.01
C 6.04368 1.74392 -2.08318 -0.09 -0.01 0.08
C 5.23913 1.75496 -0.94982 -0.01 -0.07 -0.21
H 2.61608 -0.01619 -2.13410 0.02 -0.01 0.02
H 4.04573 -0.03836 -4.14691 0.00 0.01 0.04
H 6.25867 1.08345 -4.12429 -0.03 0.01 0.02
H 7.00533 2.24782 -2.06186 -0.02 -0.02 0.01
H 5.56836 2.26427 -0.05232 0.00 -0.02 -0.01
```
Positions in Å, forces in eV/Å.

No. 2
The following is a DFT calculation (ωB97M-V with the def2-TZVPD basis set) of a cluster of 2 separate species, C23H26ClN3O4 in total at a distorted geometry.

Summary:
SMILES = CNC(=O)[C@H](Cc1ccc(O)cc1)NC(C)=O.NCc1ccc(-c2ccoc2)c(Cl)c1
E_HOMO = -8.2967 eV
spin multiplicity = 1
DFT total energy = -49455.9535 eV
HOMO-LUMO gap = 8.749 eV
relative energy (zero: lowest compared OMol25 entry of this formula, charge and spin) = 20.7 kcal per mole

XYZ file:
```
57
Properties=species:S:1:pos:R:3:forces:R:3
C 0.27896 4.03401 1.03236 0.11 -0.35 -0.29
N 1.22278 3.06537 0.47496 -0.41 0.94 0.82
C 1.03991 2.24747 -0.56559 0.48 -0.82 -0.85
O 1.96029 1.52232 -0.92166 -0.23 -0.24 -0.29
C -0.31497 2.18171 -1.29737 -0.16 -0.16 -0.52
C -1.27742 1.25561 -0.52673 -0.28 -0.16 0.22
C -2.62915 1.05228 -1.18218 -0.04 0.11 -0.15
C -3.66528 1.98517 -0.97835 -0.34 -1.08 -0.93
C -4.89695 1.82736 -1.64314 1.07 -0.71 0.02
C -5.09497 0.72571 -2.50437 0.74 0.64 0.77
O -6.27673 0.57043 -3.15422 0.13 -0.72 -0.43
C -4.06477 -0.21718 -2.69112 0.05 0.63 0.43
C -2.83430 -0.05369 -2.02951 -1.11 0.90 -0.01
N -0.11412 1.67498 -2.66525 0.71 0.29 2.04
C -0.73966 1.97685 -3.80365 -0.66 0.29 -1.44
C -1.83322 3.02720 -3.86090 0.17 -0.28 0.52
O -0.41748 1.41316 -4.83761 0.08 -0.14 -0.16
H 0.76591 4.60092 1.82812 -0.02 -0.14 -0.17
H -0.58722 3.52230 1.45438 -0.06 0.14 0.04
H -0.04751 4.73156 0.25901 -0.06 0.05 0.11
H 2.13304 2.98349 0.90741 -0.06 -0.20 -0.07
H -0.73041 3.18618 -1.33099 -0.13 0.09 -0.14
H -1.43771 1.65434 0.47464 0.09 0.04 0.16
H -0.80062 0.28080 -0.40708 0.13 0.02 0.01
H -3.51174 2.82835 -0.32021 0.01 0.09 0.07
H -5.68852 2.54491 -1.49325 -0.16 0.10 0.01
H -6.89653 1.26984 -2.94827 0.02 0.26 0.19
H -4.22659 -1.05473 -3.35333 -0.05 -0.04 -0.04
H -2.03775 -0.76746 -2.19252 0.00 0.00 0.01
H 0.63719 1.00750 -2.76891 0.10 -0.01 0.07
H -1.43078 3.91904 -4.33552 0.00 0.04 -0.08
H -2.64964 2.63005 -4.46216 0.11 0.03 -0.03
H -2.21491 3.27272 -2.87765 -0.15 0.19 0.08
N 4.24563 0.98679 1.51749 -0.32 0.31 -0.11
C 4.34705 -0.21929 0.68644 0.20 0.13 0.24
C 3.54592 -1.32932 1.31490 -0.09 -0.49 0.02
C 4.16101 -2.49146 1.78673 -0.56 -0.10 0.15
C 3.39662 -3.51903 2.34536 -0.14 0.72 -0.38
C 1.99575 -3.41974 2.45906 -0.24 -0.08 0.03
C 1.24969 -4.56276 3.04166 -0.40 -0.70 0.40
C -0.15185 -4.91016 2.91673 0.03 -0.46 0.22
C -0.34844 -6.06565 3.61649 0.21 1.27 -0.86
O 0.82512 -6.49003 4.17869 0.19 0.44 -0.22
C 1.77763 -5.56965 3.81770 -0.42 0.94 -0.64
C 1.37925 -2.22992 1.99463 1.14 -0.01 -0.08
Cl -0.33635 -1.90338 2.11406 0.30 -0.05 0.00
C 2.15845 -1.21580 1.42602 -0.08 -0.22 0.18
H 4.81452 1.73759 1.12820 -0.07 -0.28 0.31
H 4.52003 0.78004 2.47740 0.12 0.19 -0.38
H 5.39728 -0.51550 0.59332 -0.06 -0.34 -0.11
H 3.97037 -0.01719 -0.32105 -0.05 0.19 0.21
H 5.23728 -2.60923 1.70777 -0.08 0.04 -0.01
H 3.91688 -4.41315 2.67002 -0.22 0.00 -0.01
H -0.91976 -4.38843 2.35772 0.25 -0.20 0.21
H -1.29848 -6.58461 3.70207 0.69 -0.40 0.44
H 2.81672 -5.63866 4.12241 -0.51 -0.64 0.35
H 1.68054 -0.31005 1.06687 0.02 -0.08 0.02
```
Positions in Å, forces in eV/Å.

Which of these has the lowest E_HOMO?
C23H26ClN3O4